1.
A structure of composition C18H42BeBr3CaCl3F2O6P2SSi2, computed with ωB97M-V/def2-TZVPD.

For the molecular weight, the calculation gives 937.87 Da. As for the net charge: 0. The highest occupied orbital energy comes out at -6.829 eV. As for the LUMO energy: -4.75 eV.

Last column: Mulliken charge in e.
Geometry (Å):
C: 4.624 -1.350 0.616  -0.219
O: 5.748 -1.159 1.491  -0.383
C: 5.793 -2.269 2.348  -0.687
C: 5.386 -1.901 3.801  -0.838
C: 3.934 -1.344 3.767  -0.788
C: 3.919 0.182 3.413  0.157
C: 2.733 0.875 4.191  -0.892
C: 1.822 1.495 3.077  -1.424
C: 1.187 0.397 2.174  0.965
C: -0.373 0.335 2.146  -0.351
C: -0.851 0.723 0.710  -0.214
Si: -2.579 0.205 0.231  -0.144
O: -3.809 1.301 0.585  0.412
Si: -3.891 1.860 2.161  0.250
Cl: -3.576 0.393 3.603  -0.226
C: -5.687 2.493 2.391  -0.071
C: -6.441 1.391 3.151  0.238
O: -6.585 1.439 4.318  -0.457
F: -6.914 0.311 2.461  -0.252
P: -2.544 0.046 -2.028  0.331
O: -3.607 -0.974 -2.513  -0.767
P: -3.076 -1.862 0.933  0.088
C: -2.241 -3.089 -0.216  -1.342
C: -4.913 -2.026 0.527  -0.801
H: 4.086 -0.403 0.427  -0.062
H: 3.889 -2.042 1.052  0.221
H: 5.003 -1.701 -0.353  0.264
H: 6.823 -2.664 2.374  0.603
H: 5.136 -3.115 2.008  0.253
H: 6.032 -1.073 4.147  0.331
H: 5.498 -2.722 4.523  0.348
H: 3.466 -1.558 4.744  0.659
H: 3.328 -1.881 3.010  0.081
H: 3.676 0.361 2.354  -0.396
H: 4.892 0.652 3.618  0.671
H: 2.129 0.124 4.727  0.310
H: 3.129 1.639 4.874  0.372
H: 2.528 2.020 2.406  0.382
H: 1.098 2.222 3.476  0.519
H: 1.495 0.629 1.139  -0.446
H: 1.545 -0.601 2.480  -0.016
H: -0.729 1.132 2.827  0.230
H: -0.782 -0.606 2.544  0.306
H: -0.668 1.797 0.524  0.499
H: -0.184 0.191 -0.007  -0.090
H: -2.993 2.990 2.413  -0.164
H: -5.706 3.419 2.979  0.390
H: -6.192 2.593 1.415  0.118
H: -2.674 1.311 -2.640  0.203
H: -1.299 -0.527 -2.446  -0.046
H: -2.079 -2.705 -1.274  0.276
H: -2.840 -4.023 -0.238  0.519
H: -1.225 -3.332 0.222  0.276
H: -5.474 -1.735 1.425  0.277
H: -5.160 -3.020 0.137  0.436
H: -5.147 -1.276 -0.248  0.109
Ca: -0.268 -4.095 -1.282  1.440
C: 3.494 -0.625 -4.300  -0.873
S: 3.529 -0.318 -2.521  0.516
O: 3.290 -1.631 -1.844  -0.634
C: 1.978 0.593 -2.434  -0.678
H: 4.362 -1.227 -4.565  0.421
H: 2.583 -1.163 -4.566  0.284
H: 3.542 0.330 -4.836  0.160
H: 1.180 -0.039 -2.810  0.239
H: 2.040 1.504 -3.014  0.341
H: 1.789 0.846 -1.396  0.100
F: 0.295 1.207 -4.587  0.043
C: -5.880 2.524 -2.421  -0.444
Br: -7.602 2.556 -1.536  -0.094
Br: -4.686 3.871 -1.718  -0.068
Br: -5.066 0.753 -2.373  0.058
H: -6.056 2.770 -3.461  0.437
Cl: -0.072 2.447 -2.404  -0.682
Be: 1.344 1.805 -5.449  0.392
C: -0.914 1.802 -8.320  -0.588
O: 0.421 1.987 -8.442  -0.592
H: -1.253 0.793 -8.008  0.215
H: -1.445 2.455 -7.599  0.208
H: -1.506 1.965 -9.244  0.290
Cl: 6.239 -4.682 1.149  -0.511

***

2.
A structure of composition C18H42BeBr3FI2KN2O8P3SSi2, computed with ωB97M-V/def2-TZVPD.

As for the spin multiplicity: 2. For the molecular weight, the calculation gives 1156.33 Da. As for the net charge: +1. The highest occupied orbital energy (alpha / beta) comes out at -9.530 / -9.528 eV. As for the LUMO energy (alpha / beta): -6.42 / -6.42 eV.

Last column: Löwdin spin population.
Geometry (Å):
C: -2.004 1.530 -3.794  0.000
C: -0.705 0.892 -4.581  0.000
C: 0.731 1.079 -3.831  0.000
I: 1.019 3.245 -3.370  0.000
Si: 0.965 -0.046 -2.244  0.000
S: -0.879 -0.556 -1.253  0.001
O: 2.087 -1.352 -2.505  0.000
Si: 1.347 -2.951 -2.510  0.000
C: 2.811 -4.126 -3.055  0.000
C: 2.360 -5.506 -3.787  0.000
C: 3.667 -5.968 -4.728  0.000
C: 2.160 -6.799 -2.744  0.000
P: 0.713 -3.657 -0.509  0.000
C: 1.420 -2.418 0.811  0.000
O: 1.407 -5.186 -0.080  0.000
P: -0.307 -2.856 -3.975  0.006
O: 0.519 -2.501 -5.507  0.011
I: -1.531 -4.984 -4.162  0.000
P: 2.033 1.315 -0.809  0.000
O: 2.778 0.466 0.333  0.000
H: -2.661 2.229 -4.468  0.000
H: -2.689 0.598 -3.505  0.000
H: -1.723 2.023 -2.744  0.000
H: -0.630 1.498 -5.608  0.000
H: -0.984 -0.204 -4.885  0.000
H: 1.581 0.811 -4.622  0.000
H: -1.778 -0.970 -2.249  0.000
H: 3.429 -3.477 -3.844  0.000
H: 3.530 -4.255 -2.132  0.000
H: 1.473 -5.424 -4.546  0.000
H: 4.423 -5.093 -4.912  0.000
H: 4.270 -6.790 -4.111  0.000
H: 3.323 -6.509 -5.721  0.000
H: 1.139 -6.766 -2.174  0.000
H: 2.326 -7.806 -3.333  0.000
H: 3.061 -6.735 -1.970  0.000
H: 1.528 -2.986 1.845  0.000
H: 2.492 -2.144 0.424  0.000
H: 0.719 -1.492 0.992  0.000
H: 2.380 -5.026 0.116  0.000
H: 1.222 -1.826 -5.219  0.000
H: 1.184 2.356 -0.298  0.000
H: 3.128 1.908 -1.589  0.000
C: -2.085 4.736 4.495  0.000
C: -2.057 3.734 3.305  0.000
C: -2.455 2.313 3.795  0.000
C: -1.363 1.618 4.606  0.000
C: -0.037 1.617 3.853  0.000
C: 0.396 3.027 3.380  0.000
N: -0.700 3.760 2.659  0.000
O: -0.824 3.190 1.379  0.000
C: 0.874 3.859 4.601  0.000
C: 1.686 2.885 2.511  0.000
C: -3.188 4.248 2.355  0.000
H: -3.047 5.257 4.574  0.000
H: -1.932 4.251 5.462  0.000
H: -1.335 5.524 4.379  0.000
H: -2.701 1.676 2.936  0.000
H: -3.369 2.368 4.403  0.000
H: -1.246 2.101 5.583  0.000
H: -1.667 0.586 4.815  0.000
H: 0.736 1.179 4.497  0.000
H: -0.131 0.941 2.991  0.000
H: 1.103 4.889 4.310  0.000
H: 1.791 3.433 5.028  0.000
H: 0.157 3.884 5.420  0.000
H: 1.552 2.214 1.656  0.000
H: 2.512 2.460 3.100  0.000
H: 2.022 3.858 2.134  0.000
H: -2.961 5.253 1.979  0.000
H: -4.148 4.302 2.885  0.000
H: -3.356 3.587 1.497  0.000
C: -5.088 0.662 6.503  0.000
Br: -3.981 2.134 7.130  0.000
Br: -4.043 -0.948 6.191  0.000
Br: -6.592 0.330 7.692  0.000
H: -5.505 0.965 5.537  0.000
N: 1.405 -2.277 -8.421  -0.050
O: 2.559 -1.836 -8.549  0.292
O: 0.742 -2.584 -9.425  0.405
O: 0.914 -2.412 -7.288  0.334
K: 1.473 -1.503 3.224  0.000
Be: -4.860 4.198 4.215  -0.001
F: -2.583 6.979 5.455  0.001

***

3.
A structure of composition C18H42ClGaN2Si5, computed with ωB97M-V/def2-TZVPD.

As for the energy above the lowest of the compared OMol25 structures with the same formula, charge and spin: 19.18 kcal per mole. For the molecular weight, the calculation gives 532.15 Da. As for the net charge: 0. The highest occupied orbital energy comes out at -8.113 eV. As for the LUMO energy: 0.31 eV.

Last column: Mulliken charge in e.
Geometry (Å):
Ga: 10.048 8.998 10.255  -0.470
C: 10.508 9.546 13.870  -1.221
C: 10.090 8.268 13.300  0.901
C: 9.652 7.240 14.128  -0.843
C: 9.108 6.021 13.598  -0.815
C: 8.935 5.898 12.197  -0.912
C: 9.360 6.989 11.436  0.491
N: 10.024 8.077 11.962  0.500
N: 9.115 7.179 10.127  0.579
Si: 7.954 6.152 9.140  0.128
C: 7.480 7.026 7.549  -0.669
C: 6.317 6.123 10.053  -1.171
C: 8.828 4.540 8.875  -1.072
H: 10.011 9.704 14.831  0.503
H: 10.447 10.411 13.159  0.106
H: 11.596 9.517 14.180  0.228
H: 9.770 7.404 15.187  0.464
H: 8.785 5.246 14.258  0.475
H: 8.523 4.976 11.815  0.530
H: 6.491 7.456 7.577  0.337
H: 7.539 6.414 6.630  0.351
H: 8.267 7.824 7.581  -0.144
H: 5.968 7.046 10.502  0.376
H: 6.478 5.475 10.935  0.315
H: 5.426 5.733 9.571  0.412
H: 9.786 4.462 9.420  0.284
H: 9.086 4.266 7.831  0.377
H: 8.135 3.786 9.229  0.386
C: 14.513 8.559 11.704  -1.064
Si: 13.761 7.894 10.138  0.822
C: 13.040 6.114 10.628  -1.033
C: 15.251 7.435 9.074  -1.275
Si: 12.135 9.538 9.207  -0.512
Si: 11.857 9.483 6.853  0.897
C: 13.332 10.126 5.910  -1.311
C: 10.412 10.552 6.170  -1.197
C: 11.554 7.678 6.231  -1.155
Si: 12.632 11.682 9.823  0.356
C: 14.480 12.211 9.673  -1.066
C: 12.089 11.895 11.621  -0.738
C: 11.698 12.968 8.815  -1.112
H: 15.048 7.773 12.156  0.466
H: 13.694 8.729 12.362  0.100
H: 15.118 9.483 11.750  0.309
H: 13.856 5.408 10.429  0.472
H: 12.205 5.890 9.943  0.016
H: 12.721 5.989 11.662  0.337
H: 15.199 6.498 8.486  0.334
H: 16.105 7.452 9.717  0.443
H: 15.433 8.302 8.385  0.243
H: 14.335 10.005 6.336  0.317
H: 13.196 11.166 5.652  0.356
H: 13.319 9.593 4.967  0.429
H: 10.813 11.543 6.063  0.382
H: 9.539 10.528 6.878  0.215
H: 10.158 10.126 5.228  0.451
H: 12.340 7.292 5.591  0.452
H: 10.550 7.594 5.690  0.281
H: 11.512 7.026 7.070  0.191
H: 14.688 13.037 10.373  0.338
H: 14.510 12.574 8.648  0.312
H: 15.143 11.334 9.875  0.220
H: 12.570 11.265 12.415  0.265
H: 10.968 11.677 11.636  -0.028
H: 12.190 12.943 11.898  0.472
H: 12.249 13.116 7.844  0.246
H: 11.615 13.864 9.365  0.497
H: 10.662 12.605 8.569  0.211
Cl: 8.659 10.746 10.196  -0.363